The following is a quantum chemistry calculation of C49H51N11O3PSTl as an isolated structure at a distorted geometry, from OMol25.

Geometry as XYZ:
```
117
Properties=species:S:1:pos:R:3:lowdin_charge:R:1
Tl 9.740 12.018 15.215 1.0633
C 12.977 14.747 8.839 -0.0548
N 12.392 14.249 10.043 -0.1354
C 13.004 14.339 11.292 -0.0573
C 12.134 13.779 12.151 -0.1380
N 10.999 13.325 11.514 0.1154
C 11.199 13.629 10.274 -0.5080
P 10.187 13.288 8.826 1.1468
C 11.246 12.085 7.977 -0.5305
N 12.464 11.693 8.175 0.0708
C 12.799 10.927 7.124 -0.1342
C 11.693 10.812 6.298 -0.0701
N 10.755 11.620 6.852 -0.1204
C 9.342 11.692 6.333 0.0029
C 8.927 12.226 9.624 -0.4953
N 8.846 10.924 9.751 0.0638
C 7.739 10.642 10.564 -0.1156
C 7.249 11.899 10.963 -0.1011
N 7.895 12.861 10.271 -0.0887
C 7.513 14.321 10.385 0.0170
H 12.271 15.450 8.360 0.0954
H 13.843 15.370 9.252 0.1126
H 13.404 13.977 8.255 0.0551
H 14.026 14.614 11.395 0.1097
H 12.318 13.688 13.230 0.0862
H 13.786 10.562 6.990 0.0869
H 11.597 10.459 5.302 0.1039
H 8.797 12.581 6.706 0.0685
H 9.336 11.730 5.294 0.0635
H 8.862 10.834 6.744 0.0809
H 7.357 9.669 10.852 0.1026
H 6.560 12.039 11.707 0.0825
H 6.561 14.388 10.981 0.1041
H 8.268 14.854 10.934 0.0735
H 7.470 14.705 9.415 0.0532
C 11.473 11.162 19.098 -0.0284
C 12.442 12.282 19.237 -0.2050
C 12.347 13.339 20.083 -0.0521
C 13.217 14.428 20.004 -0.0833
C 14.308 14.384 19.179 -0.0906
C 14.423 13.313 18.295 -0.0317
C 13.560 12.219 18.322 -0.2155
N 13.601 11.272 17.288 0.1052
C 12.711 11.429 16.228 -0.4896
N 12.410 10.212 15.699 0.1085
C 11.915 9.976 14.368 -0.2252
C 10.736 10.619 14.005 -0.2171
C 10.127 10.364 12.777 -0.1169
C 10.700 9.400 11.962 -0.0725
C 11.918 8.790 12.263 -0.0389
C 12.534 9.067 13.483 -0.1848
C 13.889 8.359 13.856 -0.0345
N 12.248 12.489 15.746 0.1234
C 12.848 13.812 15.858 -0.2142
C 12.279 14.873 16.560 -0.0112
C 12.828 16.151 16.573 -0.0496
C 14.041 16.329 15.909 -0.0946
C 14.609 15.287 15.245 -0.0754
C 14.055 14.033 15.190 -0.2391
C 14.748 12.897 14.409 -0.0242
H 10.977 11.194 18.115 0.0586
H 10.707 11.241 19.887 0.0985
H 11.911 10.192 19.087 0.0668
H 11.551 13.417 20.849 0.1258
H 13.117 15.245 20.751 0.1181
H 15.089 15.145 19.081 0.1137
H 15.215 13.394 17.524 0.1264
H 13.946 10.255 17.537 0.2019
H 12.664 9.413 16.322 0.1638
H 9.200 10.852 12.451 0.0736
H 10.226 9.140 11.018 0.0930
H 12.295 8.006 11.589 0.1193
H 14.377 7.954 12.947 0.0787
H 13.664 7.505 14.503 0.0693
H 14.548 9.037 14.439 0.0684
H 11.331 14.706 16.974 0.1034
H 12.421 16.993 17.080 0.0946
H 14.437 17.284 15.807 0.0841
H 15.607 15.566 14.733 0.1432
H 15.813 13.206 14.113 0.1034
H 14.269 12.663 13.473 0.0494
H 14.831 11.929 14.908 0.0592
O 6.211 11.396 17.682 -0.5080
S 7.163 11.587 16.602 0.7329
N 8.489 12.233 16.922 -0.4525
C 12.592 20.305 15.682 -0.0468
C 11.477 19.346 15.954 -0.2576
C 10.776 19.467 17.185 -0.0709
C 9.811 18.584 17.574 -0.0708
C 9.408 17.600 16.667 -0.0375
C 9.919 17.590 15.449 -0.2380
N 9.385 16.745 14.431 0.0936
C 7.979 16.528 14.340 -0.1608
C 7.102 17.656 14.290 -0.0046
C 5.813 17.556 13.874 -0.0852
C 5.371 16.303 13.544 -0.1097
C 6.087 15.152 13.704 -0.0259
C 7.420 15.279 14.170 -0.0779
C 8.153 14.003 14.336 -0.6007
O 9.331 14.146 14.783 -0.1061
O 7.647 12.893 13.960 -0.1038
C 11.042 18.373 15.084 -0.1883
C 11.669 18.131 13.754 -0.0174
H 12.197 21.309 15.555 0.0817
H 13.190 19.979 14.896 0.0328
H 13.266 20.396 16.647 0.1228
H 11.091 20.395 17.787 0.1345
H 9.399 18.731 18.561 0.1024
H 8.709 16.884 16.945 0.1111
H 9.949 15.967 14.173 0.1101
H 7.613 18.623 14.481 0.1323
H 5.182 18.396 13.889 0.0959
H 4.374 16.141 13.069 0.1178
H 5.729 14.187 13.489 0.0995
H 12.234 17.150 13.674 0.1011
H 12.287 18.936 13.503 0.0472
H 10.806 17.841 13.139 0.0818
```

Values from the calculation:
**LUMO level**: 0.219 eV
**Orbital gap**: 7.9 eV
**Highest occupied orbital energy**: -0.2818 hartree
**Multiplicity**: 1
**Relative energy (zero: lowest compared OMol25 entry of this formula, charge and spin)**: 135.1 kJ/mol
**F_max**: 3.86 eV/Å
**E_tot**: -3637.77642 Ha